[1]
Here is one molecule with the formula C18H17N7O4 from OMol25. Energies are from ωB97M-V with the def2-TZVPD basis set.

## Properties
HOMO ... -7.6588 eV
HOMO-LUMO gap ... 5.7752 eV
LUMO ... -1.8836 eV
Electronic energy ... -37554.0178 eV
Relative energy (zero: lowest compared OMol25 entry of this formula, charge and spin) ... 0.0 kJ/mol

```
46
C18H17N7O4, DFT ωB97M-V with the def2-TZVPD basis set
C -3.377 2.839 0.828
C -3.841 1.569 1.534
C -2.645 0.602 1.598
N -1.430 1.348 1.115
C -0.229 0.789 0.897
C 0.092 -0.694 0.641
C 1.648 -0.775 0.864
C 2.150 0.617 0.713
C 1.054 1.503 0.857
C 1.315 2.878 0.931
C 2.629 3.356 0.811
C 3.708 2.458 0.660
C 3.463 1.080 0.641
C -1.833 2.781 0.738
H -3.813 2.928 -0.177
H -3.710 3.720 1.387
H -4.166 1.817 2.543
H -4.688 1.096 1.031
H -2.479 0.305 2.637
H -2.805 -0.314 0.999
H -0.525 -1.361 1.246
H 1.850 -1.191 1.875
H 2.141 -1.464 0.173
H 0.505 3.550 1.159
H 2.826 4.426 0.856
H 4.718 2.838 0.548
H 4.282 0.371 0.613
H -1.467 3.073 -0.270
H -1.451 3.483 1.485
O 2.428 -3.378 -4.426
N 1.825 -3.933 -3.495
O 1.797 -5.182 -3.371
C 1.120 -3.097 -2.494
C 0.494 -3.706 -1.377
C -0.243 -2.942 -0.493
N -0.969 -3.566 0.536
O -0.996 -4.808 0.645
O -1.595 -2.852 1.364
C -0.427 -1.421 -0.556
N 0.208 -0.988 -1.768
N 0.212 0.324 -2.132
N 0.896 0.385 -3.248
N 1.388 -0.826 -3.612
C 0.961 -1.691 -2.657
H 0.482 -4.789 -1.264
H -1.501 -1.159 -0.589
```

[2]
Here is C41H63AsGeO3P3RbS4Se as an isolated structure from OMol25. Energies are from ωB97M-V with the def2-TZVPD basis set.

## Properties
HOMO ... -0.2891 eV
HOMO-LUMO gap ... 3.2471 eV
LUMO ... 2.9580 eV
Electronic energy ... -304251.4232 eV
Charge ... -2
Relative energy (zero: lowest compared OMol25 entry of this formula, charge and spin) ... 81.4 kJ/mol

```
118
C41H63AsGeO3P3RbS4Se, DFT ωB97M-V with the def2-TZVPD basis set
Rb -1.671 -0.013 0.078
S -4.889 1.694 -3.872
As -4.623 0.235 -2.301
S -2.718 -0.856 -2.744
S -4.445 1.284 -0.359
S -6.148 -1.298 -2.176
O 0.350 0.217 2.032
P 0.432 1.204 3.145
C -0.668 2.617 2.921
P -0.647 3.344 1.234
O -1.113 2.368 0.236
C -1.792 4.721 1.335
C -1.674 5.828 2.174
C -2.671 6.788 2.188
C -3.791 6.631 1.376
C -3.921 5.520 0.560
C -2.923 4.551 0.530
C 1.042 3.875 0.873
C 1.608 3.277 -0.252
C 2.902 3.616 -0.629
C 3.623 4.539 0.111
C 3.057 5.141 1.229
C 1.764 4.815 1.603
C 2.088 1.898 3.362
C 2.355 2.821 4.370
C 3.638 3.320 4.527
C 4.651 2.892 3.677
C 4.389 1.966 2.680
C 3.103 1.461 2.522
C 0.057 0.467 4.750
C -0.775 1.074 5.684
C -1.020 0.457 6.905
C -0.435 -0.768 7.184
C 0.390 -1.380 6.249
C 0.640 -0.768 5.031
H -0.487 3.385 3.678
H -1.702 2.262 3.011
H -0.812 5.949 2.821
H -2.582 7.653 2.834
H -4.574 7.380 1.394
H -4.800 5.373 -0.053
H -3.052 3.654 -0.076
H 1.023 2.569 -0.832
H 3.333 3.159 -1.511
H 4.633 4.798 -0.184
H 3.621 5.862 1.807
H 1.334 5.283 2.481
H 1.569 3.144 5.043
H 3.847 4.039 5.309
H 5.653 3.284 3.795
H 5.178 1.634 2.019
H 2.883 0.737 1.747
H -1.257 2.017 5.461
H -1.679 0.926 7.624
H -0.634 -1.256 8.130
H 0.832 -2.345 6.460
H 1.265 -1.267 4.298
C 0.038 -6.010 -0.061
C -1.459 -5.738 -0.209
C -2.146 -5.994 1.130
P -1.728 -3.982 -0.773
C -3.560 -3.788 -0.933
C -4.362 -4.934 -1.537
C -4.203 -3.296 0.365
C -1.163 -4.029 -2.553
C -1.184 -5.372 -3.280
C 0.205 -3.366 -2.701
H 0.217 -7.053 0.222
H 0.458 -5.374 0.721
H 0.596 -5.812 -0.976
H -1.877 -6.431 -0.948
H -1.827 -5.260 1.875
H -1.885 -6.989 1.507
H -3.230 -5.933 1.054
H -3.627 -2.936 -1.625
H -4.345 -5.835 -0.913
H -4.015 -5.202 -2.535
H -5.400 -4.609 -1.641
H -4.381 -4.105 1.080
H -5.148 -2.809 0.116
H -3.585 -2.542 0.861
H -1.887 -3.358 -3.032
H -0.421 -6.058 -2.901
H -0.977 -5.217 -4.343
H -2.147 -5.876 -3.205
H 0.993 -3.935 -2.194
H 0.193 -2.353 -2.295
H 0.477 -3.288 -3.758
C 2.680 -1.609 -0.116
C 2.029 -2.651 0.773
O 1.827 -2.165 2.098
H 2.818 -1.990 -1.129
H 3.653 -1.309 0.282
H 2.045 -0.721 -0.187
H 2.663 -3.536 0.864
H 1.076 -2.971 0.336
H 1.230 -1.401 2.018
C 1.305 -0.075 -6.409
Ge 2.510 0.469 -4.976
C 3.305 -1.152 -4.213
C 3.974 1.529 -5.761
C 1.612 1.423 -3.546
Se -0.192 0.586 -3.149
C -1.111 1.665 -4.474
H 1.778 -0.848 -7.017
H 1.042 0.763 -7.053
H 0.392 -0.477 -5.970
H 3.882 -1.699 -4.960
H 2.511 -1.802 -3.842
H 3.963 -0.905 -3.378
H 4.520 0.961 -6.516
H 4.677 1.832 -4.983
H 3.576 2.431 -6.229
H 1.513 2.493 -3.738
H 2.209 1.296 -2.637
H -0.688 1.476 -5.460
H -1.013 2.717 -4.210
H -2.164 1.382 -4.428
```

[3]
Here is C24H15Cl2InN9O2 as an isolated structure from OMol25. Energies are from ωB97M-V with the def2-TZVPD basis set.

## Properties
HOMO (alpha / beta) ... -9.8231 / -9.8241 eV
HOMO-LUMO gap (alpha / beta) ... 4.8056 / 4.8076 eV
LUMO (alpha / beta) ... -5.0174 / -5.0165 eV
Electronic energy ... -72850.6154 eV
Charge ... +1
Relative energy (zero: lowest compared OMol25 entry of this formula, charge and spin) ... 0.0 kJ/mol

```
53
C24H15Cl2InN9O2, DFT ωB97M-V with the def2-TZVPD basis set
In 11.096 10.685 5.146
Cl 15.680 5.321 4.590
C 15.057 6.896 4.893
C 13.713 7.023 5.178
C 13.112 8.294 5.381
N 11.747 8.511 5.438
C 10.960 7.589 6.106
O 11.333 6.554 6.630
C 9.512 7.959 6.202
C 8.603 7.154 6.936
C 7.262 7.496 6.934
C 6.853 8.548 6.116
C 7.778 9.257 5.373
N 9.093 9.021 5.474
C 13.956 9.440 5.433
C 15.359 9.277 5.271
C 15.888 8.041 4.892
Cl 17.553 7.969 4.511
N 13.338 10.704 5.415
C 13.996 11.741 6.079
O 15.095 11.703 6.613
C 13.209 13.011 6.187
C 13.741 14.108 6.917
C 13.037 15.316 6.953
C 11.872 15.410 6.192
C 11.491 14.357 5.362
N 12.115 13.170 5.425
H 13.116 6.114 5.214
H 8.947 6.244 7.436
H 6.557 6.969 7.594
H 5.803 8.812 6.094
H 7.448 10.016 4.667
H 16.050 10.120 5.391
H 14.672 13.970 7.433
H 13.369 16.145 7.565
H 11.275 16.314 6.207
H 10.710 14.464 4.623
N 10.487 11.162 9.411
C 11.211 10.600 8.436
N 10.677 10.990 7.267
C 9.622 11.803 7.609
N 9.480 11.901 8.911
C 8.757 12.464 6.679
C 7.693 13.212 7.147
N 6.818 13.755 6.327
C 7.038 13.652 5.027
C 8.136 12.946 4.518
N 8.965 12.296 5.343
H 10.574 11.081 10.423
H 12.051 9.965 8.602
H 7.523 13.322 8.215
H 6.340 14.138 4.383
H 8.298 12.904 3.447
```

[4]
Here is C26H27F10MgN2O24S as an isolated structure from OMol25. Energies are from ωB97M-V with the def2-TZVPD basis set.

## Properties
HOMO ... -12.4569 eV
HOMO-LUMO gap ... 2.2887 eV
LUMO ... -10.1682 eV
Electronic energy ... -122958.3519 eV
Charge ... +1

```
91
C26H27F10MgN2O24S, DFT ωB97M-V with the def2-TZVPD basis set
Mg 1.320 -1.285 4.812
C -1.193 -0.270 -1.492
F -1.558 0.507 -2.444
F -2.277 -0.696 -0.796
F -0.500 -1.315 -2.003
S -0.153 0.729 -0.162
O -0.942 1.925 0.083
O -0.120 -0.043 1.076
O 1.123 0.997 -0.825
C -5.812 -7.358 0.788
C -5.040 -6.687 1.937
O -5.879 -7.147 2.965
C -7.152 -7.227 2.543
O -8.174 -7.216 3.230
O -7.167 -7.297 1.260
F -5.049 -5.377 1.738
H -5.403 -8.358 0.645
H -5.735 -6.741 -0.107
H -3.996 -6.985 1.840
C -4.068 6.555 1.974
C -4.231 5.806 3.232
O -5.456 6.345 3.749
C -5.870 7.436 3.052
O -6.829 8.164 3.362
O -5.020 7.607 1.991
F -3.234 5.956 4.094
H -4.328 5.919 1.128
H -3.055 6.941 1.866
H -4.388 4.747 3.028
C 3.367 6.950 2.134
C 4.647 6.506 1.552
O 5.581 6.864 2.590
C 4.984 7.745 3.417
O 5.598 8.250 4.393
O 3.692 7.942 3.044
F 4.855 7.251 0.451
H 2.755 6.180 2.605
H 2.664 7.281 1.370
H 4.721 5.446 1.311
C 2.988 -8.332 0.622
C 1.720 -7.492 0.742
O 0.735 -8.343 0.075
C 1.236 -9.595 -0.098
O 0.589 -10.524 -0.515
O 2.523 -9.608 0.282
F 1.918 -6.341 0.128
H 3.597 -8.241 1.522
H 3.605 -7.995 -0.211
H 1.324 -7.312 1.742
C -5.161 -2.601 -6.458
C -5.474 -3.636 -7.528
O -6.440 -3.066 -8.339
C -6.959 -1.979 -7.742
O -7.848 -1.275 -8.156
O -6.255 -1.735 -6.617
F -5.800 -4.739 -6.982
H -4.210 -2.072 -6.405
H -5.282 -3.048 -5.471
H -4.558 -3.774 -8.102
C 1.012 4.169 -4.949
C 1.901 5.207 -4.273
O 1.036 5.892 -3.489
C -0.156 5.817 -3.996
O -0.977 6.598 -3.662
O -0.272 4.830 -4.867
F 2.372 5.980 -5.248
H 1.014 3.254 -4.356
H 1.211 3.972 -6.002
H 2.774 4.808 -3.756
C 7.945 0.442 -2.996
C 7.561 -0.730 -2.028
O 8.073 -0.267 -0.847
C 9.170 0.513 -1.052
O 9.853 1.079 -0.253
O 9.126 0.916 -2.384
F 8.240 -1.784 -2.553
H 7.215 1.209 -2.735
H 7.810 0.266 -4.063
H 6.489 -0.927 -2.049
C -5.713 -2.308 6.213
C -4.270 -2.041 6.013
N -3.131 -1.889 5.903
H -6.103 -1.409 6.690
H -5.836 -3.188 6.845
H -6.078 -2.476 5.200
C 7.951 1.397 5.301
C 6.577 1.042 4.783
N 5.522 0.723 4.425
H 8.534 0.493 5.125
H 7.833 1.800 6.307
H 8.391 2.276 4.831
```

[5]
Here is a 2-piece molecular cluster, C4H6N2 overall from OMol25. Energies are from ωB97M-V with the def2-TZVPD basis set.

## Properties
HOMO ... -8.0903 eV
HOMO-LUMO gap ... 8.4539 eV
LUMO ... 0.3636 eV
Electronic energy ... -7218.5888 eV
Relative energy (zero: lowest compared OMol25 entry of this formula, charge and spin) ... 675.6 kJ/mol

```
12
C4H6N2, DFT ωB97M-V with the def2-TZVPD basis set
C -1.010 1.069 -0.489
C -0.495 -0.163 -0.067
N 0.209 -1.224 -0.674
C 0.744 -0.643 0.575
C 1.888 0.247 0.536
N 2.813 0.941 0.519
H -1.493 1.135 -1.455
H -1.700 -0.078 0.313
H -0.842 1.953 0.113
H -1.491 -1.056 0.705
H 0.678 -0.867 -1.504
H 0.700 -1.313 1.428
```

[6]
Here is C28H36N6OW as an isolated structure from OMol25. Energies are from ωB97M-V with the def2-TZVPD basis set.

## Properties
HOMO (alpha / beta) ... -12.7818 / -12.8307 eV
HOMO-LUMO gap (alpha / beta) ... 6.9733 / 6.5270 eV
LUMO (alpha / beta) ... -5.8085 / -6.3037 eV
Electronic energy ... -42419.9080 eV
Multiplicity ... 3
Charge ... +2
Relative energy (zero: lowest compared OMol25 entry of this formula, charge and spin) ... 6.9 kJ/mol

```
72
C28H36N6OW, DFT ωB97M-V with the def2-TZVPD basis set
W -0.060 0.025 0.255
C 0.512 -0.778 -2.655
C -0.747 -0.119 -3.187
C -2.001 -0.254 -2.362
C -3.207 -0.401 -3.036
C -4.398 -0.444 -2.336
C -4.354 -0.338 -0.956
C -3.124 -0.224 -0.348
N -1.957 -0.184 -1.018
N 1.161 -0.028 -1.548
C 2.382 -0.771 -1.101
C 2.840 -0.217 0.221
C 4.072 -0.438 0.720
C 4.382 0.141 2.007
C 3.390 0.570 2.795
C 1.968 0.359 2.344
N 1.861 0.502 0.899
C 1.580 1.344 -1.967
C 0.580 2.393 -1.577
C 0.541 3.635 -2.189
C -0.364 4.579 -1.732
C -1.212 4.253 -0.681
C -1.122 2.994 -0.129
N -0.241 2.082 -0.564
H 1.239 -0.882 -3.466
H 0.290 -1.779 -2.279
H -0.950 -0.556 -4.164
H -0.570 0.943 -3.387
H -3.201 -0.477 -4.115
H -5.339 -0.557 -2.858
H -5.250 -0.356 -0.353
H -3.053 -0.159 0.727
H 3.147 -0.702 -1.879
H 2.098 -1.820 -0.992
H 4.822 -0.957 0.141
H 5.415 0.280 2.299
H 3.589 1.113 3.708
H 1.320 1.110 2.816
H 1.773 1.363 -3.042
H 2.518 1.573 -1.458
H 1.212 3.855 -3.008
H -0.410 5.557 -2.191
H -1.931 4.961 -0.297
H -1.766 2.688 0.687
C -1.986 -3.710 1.456
O -1.418 -2.584 0.780
C -0.991 -1.497 1.522
C -1.795 -1.149 2.759
H -1.308 -4.141 2.193
H -2.180 -4.449 0.684
H -2.927 -3.448 1.941
H -2.862 -1.133 2.541
H -1.513 -0.171 3.154
H -1.645 -1.881 3.557
N 0.423 -1.351 1.638
C 1.258 -1.000 2.647
N 1.437 -1.730 3.706
C 2.166 -1.283 4.909
C 3.364 -2.180 5.174
C 2.914 -3.631 5.311
C 2.112 -4.056 4.085
C 0.943 -3.113 3.812
H 1.449 -1.349 5.733
H 2.443 -0.242 4.794
H 3.862 -1.838 6.082
H 4.076 -2.070 4.352
H 2.300 -3.740 6.210
H 3.775 -4.286 5.439
H 1.711 -5.063 4.210
H 2.757 -4.075 3.203
H 0.209 -3.149 4.621
H 0.462 -3.371 2.874
```